1.
{
  "formula": "C20H23N3O5S",
  "method": "wB97M-V/def2-TZVPD",
  "symbols": ["C", "O", "C", "C", "O", "C", "O", "C", "C", "N", "C", "O", "C", "N", "C", "C", "C", "C", "C", "C", "C", "C", "S", "C", "C", "N", "O", "C", "C", "H", "H", "H", "H", "H", "H", "H", "H", "H", "H", "H", "H", "H", "H", "H", "H", "H", "H", "H", "H", "H", "H", "H"],
  "positions_angstrom": [[1.422126, 0.268729, -5.226323], [0.648186, 1.422339, -5.455773], [0.697149, 2.374960, -4.426473], [-0.058389, 1.963048, -3.158622], [0.809611, 1.223633, -2.302701], [0.248817, 0.327933, -1.490705], [-0.955455, 0.122809, -1.470535], [1.191904, -0.386599, -0.636637], [0.709289, -1.282346, 0.306521], [-0.606043, -1.574257, 0.527368], [-0.983477, -2.440289, 1.507360], [-0.155698, -3.009458, 2.195605], [-2.482577, -2.504989, 1.751288], [-2.864021, -1.379733, 2.573518], [-2.384711, -1.369194, 3.955718], [-2.369864, 0.108132, 4.384118], [-2.594108, 0.838658, 3.091090], [-2.580326, 2.188012, 2.828160], [-2.841582, 2.623304, 1.532977], [-3.131330, 1.709914, 0.535317], [-3.149722, 0.346748, 0.791256], [-2.863370, -0.086529, 2.076879], [1.945181, -2.016124, 1.230702], [3.166075, -1.122708, 0.340358], [4.591422, -1.312490, 0.656037], [4.844210, -2.181497, 1.665725], [5.499297, -0.747189, 0.074408], [2.618432, -0.299499, -0.610841], [3.405113, 0.579252, -1.518046], [2.467916, 0.530478, -5.025158], [1.037736, -0.326037, -4.391341], [1.365949, -0.321290, -6.139006], [1.738039, 2.605193, -4.156613], [0.225507, 3.267468, -4.842991], [-0.396687, 2.851849, -2.615809], [-0.930609, 1.352158, -3.413917], [-1.255926, -1.043659, -0.061558], [-3.037206, -2.473845, 0.812286], [-2.721810, -3.426392, 2.287639], [-3.061667, -1.971530, 4.568554], [-1.383796, -1.811961, 4.020914], [-1.428609, 0.390822, 4.857181], [-3.176548, 0.324795, 5.087463], [-2.363850, 2.897538, 3.613294], [-2.825154, 3.679285, 1.309647], [-3.342671, 2.054919, -0.465406], [-3.395021, -0.343025, -0.001932], [4.122238, -2.673526, 2.160418], [5.805579, -2.348081, 1.910307], [4.464984, 0.460881, -1.317747], [3.198027, 0.321186, -2.554635], [3.117436, 1.618202, -1.369338]],
  "forces_ev_per_angstrom": [[0.0315, -0.0850, -0.0234], [-0.1007, 0.0211, -0.1105], [-0.1378, -0.0758, 0.4066], [-0.3455, 0.2826, -0.5693], [0.2749, -0.1194, 0.1000], [-0.2695, -0.1378, 0.0648], [0.0709, 0.1332, -0.1385], [-0.0685, -0.2645, 0.2970], [0.3672, 0.0679, -0.0223], [-0.1354, 0.0884, -0.2543], [-0.3629, -0.0872, 0.0314], [-0.2754, -0.2165, 0.1149], [0.0369, 0.0069, 0.0710], [-0.2364, -0.2249, 0.0410], [0.1109, -0.2584, 0.3617], [-0.0818, 0.0323, 0.0866], [0.0959, -0.1094, -0.1389], [0.0020, -0.1233, -0.0775], [-0.0460, 0.1974, -0.0585], [0.0234, 0.0960, -0.0139], [-0.0430, -0.1373, 0.1417], [-0.1523, 0.5969, -0.0106], [0.4877, 0.4017, -0.4438], [-0.7208, 0.1118, -0.1730], [0.0636, 0.0188, -0.0166], [0.1720, -0.2738, 0.3261], [0.1831, 0.0643, -0.0580], [0.2181, -0.1994, 0.2456], [0.3400, 0.0813, -0.0324], [-0.0097, -0.0262, 0.0132], [0.0301, -0.0116, -0.0242], [0.0603, -0.0478, 0.0500], [-0.0489, 0.0674, -0.0499], [0.0546, -0.0063, 0.1313], [0.0209, -0.0924, -0.0338], [0.1381, 0.1682, 0.0050], [0.1409, -0.1975, 0.1956], [0.0032, -0.0792, 0.0176], [0.0772, 0.0570, -0.1652], [0.1407, 0.0174, 0.0276], [-0.0721, 0.0426, 0.0046], [-0.0438, -0.0369, 0.0317], [0.0335, -0.0198, 0.0321], [0.0241, 0.0793, 0.0810], [-0.0093, 0.0878, -0.0385], [-0.0015, 0.0388, -0.0973], [-0.0052, -0.0997, -0.1075], [0.1003, -0.0175, 0.0298], [-0.0538, 0.0165, -0.0258], [-0.0674, 0.0465, -0.0626], [-0.0121, 0.0616, -0.0918], [-0.0023, 0.0638, -0.0697]],
  "nbo_charge": [-0.250, -0.529, -0.084, -0.116, -0.503, 0.805, -0.651, -0.290, 0.090, -0.634, 0.670, -0.600, -0.293, -0.423, -0.214, -0.433, -0.074, -0.179, -0.251, -0.181, -0.306, 0.238, 0.494, -0.366, 0.648, -0.817, -0.623, 0.092, -0.656, 0.167, 0.166, 0.196, 0.174, 0.199, 0.193, 0.218, 0.470, 0.217, 0.231, 0.199, 0.201, 0.224, 0.218, 0.211, 0.211, 0.215, 0.213, 0.393, 0.408, 0.267, 0.220, 0.226],
  "max_force_ha_per_bohr": 0.015,
  "homo_ev": -7.781,
  "total_energy_ha": -1714.63044,
  "gap_ev": 8.11,
  "smiles": "COCCOC(=O)c1c(NC(=O)CN2CCc3ccccc32)sc(C(N)=O)c1C"
}


2.
{
  "formula": "C20H23N3O5S2",
  "method": "wB97M-V/def2-TZVPD",
  "symbols": ["C", "C", "O", "C", "C", "C", "C", "C", "C", "H", "H", "N", "S", "O", "O", "C", "C", "O", "N", "C", "C", "H", "H", "H", "C", "H", "H", "H", "C", "H", "H", "C", "O", "N", "H", "C", "C", "C", "C", "C", "S", "H", "H", "H", "H", "H", "H", "H", "H", "H", "H", "H", "H"],
  "positions_angstrom": [[-6.563382, -1.024069, 0.373012], [-5.790371, -0.645581, -1.029887], [-4.620082, -1.303277, -1.315673], [-3.568437, -1.147552, -0.656481], [-2.537677, -2.166361, -1.035756], [-1.380576, -1.876114, -0.262025], [-1.208679, -0.836122, 0.710840], [-2.201125, 0.158980, 0.709438], [-3.471915, -0.026625, 0.148025], [-4.173930, 0.589814, 0.477388], [-2.099717, 1.135820, 1.561001], [0.051255, -0.363464, 0.973772], [0.621971, 0.922596, 1.328124], [0.028255, 1.670633, 2.691616], [2.028042, 1.108693, 1.246491], [-0.107544, 1.975037, 0.190295], [0.322886, 1.635202, -1.200642], [-0.401729, 2.637173, -1.917411], [-1.003540, 3.605310, -1.266069], [-0.962064, 3.164302, 0.151321], [-1.644624, 3.778587, 1.086582], [-2.780106, 3.645926, 1.324310], [-1.499301, 4.975816, 1.143139], [-1.223980, 3.488951, 2.283804], [1.175295, 0.991499, -2.155493], [2.292897, 1.029700, -1.627417], [1.098294, 0.740671, -2.993599], [0.946043, -0.028718, -1.648126], [0.853595, -1.577670, 1.760079], [0.300493, -2.357735, 2.102814], [1.525478, -1.015009, 2.425650], [1.869197, -2.198494, 0.508993], [1.909259, -3.312861, 0.371105], [2.719810, -1.404493, 0.080114], [2.684101, -0.389031, 0.456829], [3.824773, -1.436406, -0.807016], [5.040771, -0.840293, -0.745622], [6.113285, -1.177753, 0.409234], [7.047656, -0.112551, 0.258607], [6.553773, 1.101974, -0.297972], [5.208705, 0.716475, -0.969028], [7.046358, 1.981863, -0.239686], [7.902848, -0.292516, 0.794354], [6.197127, -2.311809, 0.607985], [3.868063, -2.649050, -0.800724], [3.588229, -1.520503, -1.880754], [-0.436685, -2.584670, -0.475866], [-2.603466, -2.968444, -1.507634], [-5.694233, 0.529857, -1.155743], [-6.739742, -0.801983, -1.813348], [-7.502600, -0.403174, 0.367951], [-5.932042, -0.790598, 1.081224], [-6.670935, -2.021934, 0.177889]],
  "forces_ev_per_angstrom": [[-1.2161, 2.4990, -6.0511], [-5.1947, 3.5115, -0.5141], [-5.5006, -2.2376, -3.4191], [3.3500, -1.0287, -0.1944], [1.7768, 10.9096, 8.8814], [1.9743, -2.6381, -1.1889], [-3.5496, 2.0255, -3.9522], [-0.8539, 1.8218, 4.3092], [5.8391, -2.9318, -0.0239], [-3.2676, 2.3230, 0.5532], [-0.0574, -3.1339, -2.7780], [1.7029, -10.1107, 1.6840], [-3.2940, 13.1403, 7.9154], [2.2328, -3.8773, -4.4781], [1.9115, -1.4201, -0.3465], [1.1938, -0.6686, -4.8549], [-5.3975, 7.2804, 0.6160], [2.4110, -1.2901, -0.9544], [-0.9189, -2.1215, 6.0496], [4.6584, -3.7080, -9.9946], [-3.8180, 5.9551, 11.0627], [1.8078, -0.1551, -1.3050], [-0.3473, -2.6630, -0.5984], [-0.8340, 0.5542, -3.6608], [4.8246, -1.6485, 17.8672], [-2.4140, 0.3326, -2.1165], [-1.6442, -2.0370, -13.1742], [0.8244, 0.1518, -0.9467], [4.2053, 4.0990, -4.8648], [-2.1273, -1.6092, 1.0541], [-0.4060, -0.8565, 0.3222], [-3.4877, 4.2889, 6.0611], [-0.8983, -10.5196, -1.8026], [3.6141, 11.6364, -0.3341], [-0.5555, -2.0985, -0.4644], [-4.1106, -9.6178, -3.6985], [5.8628, -0.8728, 7.4806], [-1.3743, 0.1058, -5.9319], [-2.3896, -1.2985, 1.7414], [3.2090, -4.3202, 2.4051], [-4.8358, 3.9768, -4.1971], [1.1266, 2.6736, -0.2948], [2.4664, 0.5654, 0.9991], [0.3377, 2.2609, 0.2220], [1.2976, 1.9480, 0.0558], [-1.1838, 1.0305, -0.0455], [-2.1566, 1.5963, 0.6920], [-1.1641, -6.5529, -4.5457], [0.3036, -2.1909, 0.5218], [3.2234, -0.3625, 1.3191], [0.9442, -0.9411, 0.1730], [2.8137, 0.9110, 4.2690], [-0.9140, -2.6870, 0.4761]],
  "nbo_charge": [-0.605, -0.083, -0.477, 0.398, -0.250, -0.153, -0.015, -0.113, -0.378, 0.229, 0.259, -0.769, 2.336, -0.977, -0.921, -0.469, 0.346, -0.280, -0.083, 0.126, -0.729, 0.256, 0.267, 0.291, -0.601, 0.240, 0.206, 0.241, -0.268, 0.230, 0.231, 0.701, -0.601, -0.638, 0.428, -0.304, -0.387, -0.218, -0.236, -0.556, 0.735, 0.254, 0.216, 0.241, 0.231, 0.222, 0.224, 0.207, 0.174, 0.201, 0.216, 0.194, 0.210],
  "max_force_ha_per_bohr": 0.361,
  "homo_ev": -8.459,
  "total_energy_ha": -2112.01795,
  "gap_ev": 8.88
}